{"formula": "C4H2N4", "method": "wB97M-V/def2-TZVPD", "symbols": ["N", "N", "N", "N", "C", "C", "C", "C", "H", "H"], "positions_angstrom": [[1.01, -0.95, 0.99], [1.90, -0.75, -0.21], [-1.00, 0.83, -1.07], [-1.99, 0.72, 0.14], [1.33, -0.14, -1.15], [-0.04, -0.26, 0.67], [-1.36, 0.19, 1.12], [0.05, 0.30, -0.64], [1.85, 0.10, -1.99], [-1.74, -0.06, 2.16]], "e_above_lowest_kj_mol": 380.4, "e_homo_ha": -0.3938, "charge": 0, "smiles": "C1=C2N=NC=C2N=N1", "total_energy_ha": -372.486942}